This record from the Open Molecules 2025 dataset describes one molecule with the formula C4H4S at a distorted geometry. The level of theory is ωB97M-V/def2-TZVPD.

DFT total energy, eV: -15044.881
HOMO energy, eV: -7.874
M, g mol⁻¹: 84.14
SMILES: Cc1cc1=S
Charge: 0
Maximum force, eV/Å: 4.42
Frontier orbital gap, eV: 8.51

Each line ends with the natural charge from an NBO analysis.
Cartesian coordinates (Å):
S 0.5259 0.6141 2.7996  -0.137
C -0.0719 0.0978 -0.0509  0.102
C 0.3329 -0.9825 -0.9816  -0.660
C 0.1571 0.7057 1.2213  -0.112
C -0.7124 1.2426 0.2601  -0.157
H -1.4676 1.8749 -0.0332  0.224
H -0.0845 -1.7965 -0.5598  0.242
H -0.1467 -0.7056 -1.8680  0.238
H 1.4671 -1.0505 -0.7875  0.261

Cartesian forces (eV/Å) of the 3 atoms listed first:
S 0.63 0.11 0.07
C 0.79 1.50 0.88
C 2.38 3.17 1.96